Record 1
75
Properties=species:S:1:pos:R:3 method="wB97M-V/def2-TZVPD" gap_ev=7.75 charge=+1 lumo_ev=-3.5
H -1.12 -4.05 1.96
C 4.27 -0.73 0.98
H -1.00 -1.88 -1.00
H 2.39 -1.78 0.83
C -5.66 -1.58 2.46
C -4.96 -1.19 1.33
H 5.80 0.80 1.04
H -1.20 2.32 -1.74
H -1.13 0.04 -2.23
H -5.25 -1.53 0.35
C 4.87 0.60 0.50
C -0.69 -4.56 -0.12
H 0.02 -0.20 -4.24
H 2.28 -0.30 1.76
H 2.39 0.52 -4.61
C 0.70 -0.04 -3.40
H -1.30 -4.45 -1.02
C 3.88 1.74 0.71
O -0.21 0.66 0.52
O -3.01 -0.61 -0.75
H -0.46 4.31 3.98
H 4.54 -0.91 2.02
H 0.56 2.49 -1.63
C 0.77 -4.29 -0.46
H 1.13 -1.02 -3.17
H 4.34 2.70 0.49
C -0.13 0.48 -2.19
H 4.67 -1.55 0.39
C -0.99 3.91 1.99
C 2.64 1.55 -0.19
H 5.13 0.55 -0.56
H 1.09 2.32 -5.34
S -1.95 1.04 3.02
H -3.83 0.03 4.81
C 1.78 0.95 -3.81
H 0.63 -3.01 -2.19
H -0.12 5.62 2.84
H 2.85 2.00 -1.16
C -5.26 -1.12 3.71
H -1.80 5.31 3.35
H 1.16 -5.05 -1.13
H 2.78 -0.36 -1.25
H -0.98 2.03 -4.21
H 0.54 -2.43 1.56
H -5.82 -1.41 4.59
Ti -1.40 1.93 0.97
O -2.08 3.74 1.35
H 1.95 -2.59 -1.10
H 1.81 2.10 0.26
O -2.85 1.41 0.18
C -3.21 0.10 0.19
O -0.02 3.15 1.61
C -3.44 0.11 2.71
C -3.87 -0.33 1.45
H 1.37 -4.33 0.45
C 2.28 0.05 -0.36
H 3.58 1.77 1.76
C 0.90 -2.91 -1.13
H -0.94 -1.50 1.50
H 1.85 3.10 -3.97
C -1.19 -3.58 0.97
H -0.82 -5.59 0.22
H -2.25 -3.35 0.80
C -0.85 4.85 3.12
H -6.52 -2.24 2.36
C -0.05 -1.89 -0.46
H -0.45 3.60 -3.66
C 1.17 2.29 -4.26
C 2.73 -0.74 0.88
P 0.50 -0.16 -0.62
C -4.16 -0.30 3.83
C -0.25 2.02 -2.20
C -0.21 2.54 -3.63
H 2.46 1.11 -2.97
C -0.38 -2.28 0.99

***

Record 2
81
Properties=species:S:1:pos:R:3 method="wB97M-V/def2-TZVPD" gap_ev=7.60 charge=+1 lumo_ev=-3.8
H -2.29 3.31 -1.23
C -0.39 1.90 1.59
C -3.35 -3.31 1.36
As 3.38 -0.69 -1.06
H -0.16 -1.20 2.48
N 0.62 -0.98 1.85
O 3.54 -0.15 -2.57
H -3.15 2.88 0.25
H 1.48 2.65 4.39
H -3.84 -0.68 -0.65
H 5.77 -2.06 -0.27
H -2.15 1.90 3.73
C -1.11 1.70 3.98
O 0.55 -4.47 -1.84
C -2.13 -2.31 -0.37
C -1.31 0.93 -0.36
C 4.58 -5.21 -0.61
H -0.97 0.61 3.99
H 1.21 3.01 0.49
H 1.05 -0.11 2.14
H -4.32 -2.93 1.67
H 6.51 -4.40 -0.13
C -2.78 0.82 -2.51
H -0.30 4.17 -2.19
H 0.25 4.43 2.34
H 2.46 1.99 -1.26
Ta 0.02 -0.85 -0.31
C -0.30 3.27 -2.82
H 0.24 3.50 -3.74
H 0.08 0.98 -3.94
C 5.06 -2.86 -0.44
C 0.42 0.82 -2.92
H -0.30 4.30 4.01
S 1.13 -3.34 -1.22
H -0.32 0.10 -2.53
H 1.51 1.09 3.60
N -1.68 -1.77 0.74
H -2.59 -0.24 -2.69
C -3.05 2.65 -0.82
H -0.93 2.06 4.99
C 0.35 2.36 0.44
C 3.74 -2.56 -0.75
C -0.16 1.84 -0.72
C 3.26 -4.92 -0.91
O -1.94 -2.12 2.99
H -2.81 -4.30 -0.55
H -4.80 0.77 -0.71
O -1.53 -1.92 -1.41
O 0.56 -2.98 0.13
H -4.00 2.88 -1.30
H 4.94 0.78 -0.39
C 1.30 2.15 3.44
H -3.85 0.44 0.73
C -0.16 2.39 3.00
C 2.85 -3.60 -0.98
H 2.38 2.60 -2.91
C -0.43 3.90 3.00
H -3.78 1.04 -2.88
H 2.55 -5.72 -1.11
H 1.31 -1.72 1.94
C -1.34 1.04 1.13
H 1.40 0.35 -2.97
C -2.27 -2.36 1.85
H -4.09 -3.10 -0.73
C -3.84 0.36 -0.36
H -3.21 -4.28 1.83
H 4.91 -6.24 -0.57
O 4.49 0.05 0.05
C -2.71 1.17 -1.02
H -2.09 1.40 -3.12
H 2.01 2.55 2.71
C -3.18 -3.35 -0.17
H 1.91 3.64 -1.56
O 1.87 -0.29 -0.27
H -1.33 3.05 -3.08
H -1.45 4.11 2.68
C 5.48 -4.18 -0.37
C 0.44 2.12 -2.09
O 0.98 -2.02 -1.93
H -2.07 0.54 1.75
C 1.88 2.62 -1.94

***

In eV, the total energy values for the records above are, in order, -82125.9830 -121248.4472.
In eV, the ΔE to the lowest compared entry with this formula, charge and spin values for the records above are, in order, 0.472 0.695.
In eV, the HOMO level values for the records above are, in order, -11.218 -11.433.